# 1
Below is a structure of composition C21H22IrNS, with properties calculated with wB97M-V/def2-TZVPD.

Properties
HOMO level (alpha / beta)	-11.179 / -10.922	eV
spin multiplicity	2
Kohn-Sham gap (alpha / beta)	6.5 / 4.8	eV
relative energy (zero: lowest compared OMol25 entry of this formula, charge and spin)	2.3	kcal/mol
expectation value of S²	0.769
net charge	+1
E_tot	-1370.4534	hartree

Each line ends with the Mulliken spin population.
Positions of all 46 atoms, in Å:
Ir1 -0.080 -0.025 0.289  0.514
C1 -1.416 -1.244 1.509  -0.042
C2 -2.182 -0.617 0.450  -0.023
C3 -2.046 0.788 0.609  0.016
C4 -1.240 1.030 1.806  -0.054
C5 -0.897 -0.219 2.383  0.129
C6 -0.134 -0.493 3.631  -0.022
C7 -0.901 2.376 2.341  0.006
C8 -2.723 1.832 -0.218  -0.005
C9 -2.983 -1.296 -0.610  0.000
C10 -1.271 -2.703 1.759  0.003
H1 0.575 -1.308 3.492  0.003
H2 -0.825 -0.779 4.427  0.008
H3 0.425 0.379 3.963  0.000
H4 -0.680 3.078 1.538  -0.001
H5 -0.045 2.336 3.010  -0.001
H6 -1.757 2.762 2.898  -0.001
H7 -2.219 2.019 -1.165  -0.001
H8 -2.794 2.771 0.328  0.001
H9 -3.733 1.499 -0.457  0.000
H10 -2.815 -0.840 -1.584  0.000
H11 -4.044 -1.211 -0.367  -0.001
H12 -2.735 -2.352 -0.685  0.002
H13 -1.932 -2.987 2.581  -0.002
H14 -0.251 -2.954 2.050  -0.002
H15 -1.541 -3.294 0.887  0.001
C11 0.507 -3.511 -4.101  -0.012
C12 0.421 -3.622 -2.701  0.022
C13 0.220 -2.509 -1.928  0.015
C14 0.089 -1.231 -2.513  -0.025
C15 -0.116 -0.044 -1.745  0.154
C16 -0.242 1.178 -2.386  0.055
C17 -0.122 1.280 -3.783  -0.027
C18 0.074 0.153 -4.534  0.111
C19 0.183 -1.121 -3.923  -0.014
C20 0.395 -2.286 -4.696  0.032
H16 0.672 -4.396 -4.700  0.000
H17 0.526 -4.592 -2.234  0.000
H18 0.179 -2.605 -0.849  0.000
H19 -0.389 2.090 -1.819  0.009
H20 -0.196 2.251 -4.254  0.001
H21 0.147 0.217 -5.612  0.002
H22 0.474 -2.186 -5.772  0.001
S1 4.465 0.167 -0.444  0.135
C21 2.977 0.096 0.032  -0.025
N1 1.845 0.037 0.413  0.040

=====

# 2
Below is a structure of composition C2H3Cl3N2 at a distorted geometry, with properties calculated with wB97M-V/def2-TZVPD.

Properties
HOMO level	-9.677	eV
Kohn-Sham gap	9.8	eV
relative energy (zero: lowest compared OMol25 entry of this formula, charge and spin)	33.3	kcal/mol
net charge	0
E_tot	-1568.0375	hartree

Each line ends with the Mulliken charge.
Positions of all 10 atoms, in Å:
C1 0.468 0.316 -0.062  0.430
C2 -0.407 -0.974 -0.314  0.312
H1 0.475 1.957 1.112  0.290
H2 -1.262 1.165 0.847  0.266
H3 2.035 -0.437 -0.657  0.253
N1 -0.216 1.421 0.461  -0.537
N2 1.717 0.601 -0.367  -0.646
Cl1 -1.107 -1.353 1.239  -0.122
Cl2 -1.894 -0.344 -1.320  -0.138
Cl3 0.191 -2.351 -0.940  -0.110

=====

# 3
Below is a cluster of 5 separate species, H10O5 in total at a distorted geometry, with properties calculated with wB97M-V/def2-TZVPD.

Properties
HOMO level (alpha / beta)	-16.362 / -14.787	eV
spin multiplicity	2
Kohn-Sham gap (alpha / beta)	12.7 / 3.8	eV
relative energy (zero: lowest compared OMol25 entry of this formula, charge and spin)	20.2	kcal/mol
expectation value of S²	0.757
net charge	+1
E_tot	-381.7868	hartree

Each line ends with the Mulliken spin population.
Positions of all 15 atoms, in Å:
O1 -1.265 -0.016 0.267  0.746
O2 0.861 1.697 0.853  0.018
O3 2.986 -0.363 0.060  0.209
O4 -3.452 0.305 -1.097  0.004
O5 0.819 -1.660 0.078  0.078
H1 -0.597 0.718 0.413  -0.022
H2 1.294 1.313 1.631  -0.001
H3 3.805 -0.845 0.220  -0.006
H4 -3.362 0.857 -1.876  0.001
H5 0.552 -1.132 -0.684  -0.006
H6 -1.887 0.409 -0.426  -0.015
H7 1.552 1.569 0.186  0.000
H8 2.146 -0.866 0.277  -0.007
H9 -3.652 -0.609 -1.272  0.000
H10 0.274 -1.514 0.819  0.002

=====

# 4
Below is the molecule C3H7N3O, with properties calculated with wB97M-V/def2-TZVPD.

Properties
HOMO level	-7.265	eV
Kohn-Sham gap	7.7	eV
relative energy (zero: lowest compared OMol25 entry of this formula, charge and spin)	80.9	kcal/mol
net charge	0
E_tot	-357.9209	hartree

Each line ends with the Mulliken charge.
Positions of all 14 atoms, in Å:
C1 -1.469 -1.825 0.985  -0.814
N1 -0.635 -1.479 -0.301  -0.216
C2 -0.516 -0.060 -0.635  0.440
O1 -1.330 0.473 -1.349  -0.555
N2 0.555 0.553 -0.047  -0.236
C3 0.852 1.899 -0.270  0.025
N3 1.895 2.397 0.242  -0.615
H1 -2.407 -1.284 0.781  0.200
H2 -0.945 -1.246 1.765  0.158
H3 -1.121 -1.922 -1.080  0.351
H4 0.271 -1.937 -0.204  0.354
H5 1.159 0.063 0.600  0.276
H6 0.114 2.391 -0.906  0.355
H7 1.982 3.377 -0.016  0.277

=====

# 5
Below is a structure of composition C37H36N9O4SW at a distorted geometry, with properties calculated with wB97M-V/def2-TZVPD.

Properties
HOMO level	-15.691	eV
Kohn-Sham gap	4.4	eV
relative energy (zero: lowest compared OMol25 entry of this formula, charge and spin)	43.6	kcal/mol
net charge	+3
E_tot	-2689.7176	hartree

Each line ends with the Mulliken charge.
Positions of all 88 atoms, in Å:
W1 0.616 -0.073 0.283  0.991
C1 0.943 0.528 4.524  -1.754
C2 1.577 1.656 3.777  1.514
C3 1.753 2.895 4.388  -0.731
C4 2.411 3.929 3.744  -0.895
C5 2.903 3.743 2.464  -0.879
C6 2.726 2.532 1.811  1.743
C7 3.325 2.324 0.448  -1.939
C8 2.035 1.499 2.463  -0.885
N1 1.932 0.227 1.761  1.196
C9 2.865 -0.686 2.263  0.583
O1 3.513 -0.571 3.265  -0.472
C10 2.941 -1.873 1.330  0.251
C11 3.669 -3.035 1.541  -0.890
C12 3.517 -4.085 0.637  -0.632
C13 2.582 -3.975 -0.391  -1.158
C14 1.885 -2.782 -0.521  0.767
N2 2.127 -1.724 0.272  0.071
C15 0.743 -2.501 -1.472  -0.484
O2 0.220 -3.350 -2.142  -0.483
N3 0.393 -1.149 -1.429  1.720
C16 -0.140 -0.758 -2.723  -0.428
C17 -1.450 -0.279 -2.851  0.853
C18 -2.343 -0.199 -1.647  -0.173
C19 -1.935 0.045 -4.109  -0.650
C20 -1.140 -0.107 -5.233  -0.944
C21 0.148 -0.585 -5.099  -1.140
C22 0.671 -0.931 -3.856  1.472
C23 2.055 -1.508 -3.814  -1.737
H1 0.213 0.896 5.241  0.487
H2 1.713 -0.002 5.088  0.465
H3 0.459 -0.193 3.856  0.013
H4 1.398 3.032 5.397  0.563
H5 2.560 4.869 4.250  0.496
H6 3.445 4.535 1.972  0.539
H7 2.808 2.931 -0.297  0.280
H8 3.295 1.257 0.160  0.051
H9 4.366 2.644 0.454  0.723
H10 4.319 -3.111 2.401  0.609
H11 4.078 -5.002 0.764  0.516
H12 2.379 -4.789 -1.073  0.629
H13 -2.298 -1.143 -1.099  -0.581
H14 -3.374 -0.046 -1.955  0.845
H15 -2.063 0.631 -0.982  -0.226
H16 -2.952 0.388 -4.210  0.552
H17 -1.536 0.111 -6.211  0.481
H18 0.764 -0.721 -5.973  0.561
H19 2.734 -0.907 -4.416  0.528
H20 2.037 -2.508 -4.251  0.470
H21 2.458 -1.591 -2.804  0.074
N4 -5.947 -3.834 -1.154  -0.447
C24 -4.943 -3.382 -0.402  0.950
C25 -5.155 -2.379 0.575  -0.839
C26 -4.113 -1.861 1.302  -0.799
C27 -2.819 -2.339 1.073  -0.128
C28 -2.579 -3.357 0.146  -0.276
C29 -3.627 -3.877 -0.570  -0.793
S1 -1.487 -1.548 1.857  1.580
O3 -0.162 -2.009 1.281  -0.386
O4 -1.496 -1.369 3.257  -0.511
N5 -1.255 -0.018 1.105  -0.369
C30 -1.421 1.140 1.818  0.591
N6 -2.372 1.320 2.703  -0.435
C31 -2.381 2.477 3.348  -0.615
C32 -1.440 3.470 3.081  -0.928
C33 -0.504 3.218 2.095  -0.484
N7 -0.473 2.047 1.435  -0.048
H22 -6.896 -3.534 -0.991  0.221
H23 -5.807 -4.577 -1.820  0.220
H24 -6.160 -2.031 0.754  0.410
H25 -4.278 -1.097 2.045  0.550
H26 -1.575 -3.734 0.018  0.501
H27 -3.449 -4.687 -1.258  0.410
H28 -3.166 2.602 4.082  0.536
H29 -1.455 4.403 3.616  0.518
H30 0.241 3.953 1.822  0.842
C34 -0.990 3.231 -1.537  -1.403
C35 0.262 2.572 -1.964  -0.256
N8 0.905 1.556 -1.355  1.035
C36 2.026 1.303 -2.159  -0.566
C37 2.038 2.169 -3.204  -1.207
N9 0.927 2.945 -3.063  0.136
H31 -1.256 2.945 -0.524  -0.065
H32 -1.809 2.972 -2.207  0.355
H33 -0.874 4.313 -1.579  0.579
H34 2.743 0.526 -1.924  0.413
H35 2.744 2.291 -4.004  0.490
H36 0.660 3.692 -3.695  0.257